Model w:
Density functional theory data (wB97M-V/def2-TZVPD) for a 3-piece molecular cluster, CH4O3S overall.

Structure (XYZ):
```
9
Properties=species:S:1:pos:R:3:lowdin_charge:R:1
C -0.9587 0.9068 0.4981 -0.412
O -0.7881 0.8367 -0.8105 0.087
O 0.8155 -1.5431 -1.3869 -0.011
O -0.5343 0.0981 1.2920 -0.036
S 0.8103 1.7563 3.4136 0.092
H 0.8339 -2.0714 -0.6749 -0.024
H -1.3838 1.7895 0.8970 0.114
H -0.0588 0.2389 -1.0755 0.088
H 1.2640 -2.0120 -2.1529 0.101
```

Summary:
HOMO energy (spin up / spin down) = -9.7 / -9.7 eV
gap between HOMO and LUMO (spin up / spin down) = 7.38 / 7.37 eV
LUMO (spin up / spin down) = -2.28 / -2.29 eV
charge = 0

Model x:
Density functional theory data (wB97M-V/def2-TZVPD) for a 2-piece molecular cluster, CH4O3S overall.

Structure (XYZ):
```
9
Properties=species:S:1:pos:R:3:lowdin_charge:R:1
C -0.4788 -0.1017 0.9527 -0.307
O 1.5297 1.3608 -0.1436 -0.230
O -0.5331 -1.7397 -1.2330 -0.146
O -0.8721 -0.5869 -1.7438 -0.494
S -0.8103 0.6167 -0.6985 1.037
H -0.1572 -1.1666 0.6673 0.068
H -1.2871 0.1035 1.6245 0.025
H 0.4482 0.4358 1.3886 0.060
H 2.1608 1.0781 -0.8141 -0.014
```

Summary:
HOMO energy (spin up / spin down) = -9.5 / -9.6 eV
gap between HOMO and LUMO (spin up / spin down) = 7.93 / 8.18 eV
LUMO (spin up / spin down) = -1.59 / -1.41 eV
charge = 0

Model y:
Density functional theory data (wB97M-V/def2-TZVPD) for CH4O3S as an isolated structure.

Structure (XYZ):
```
9
Properties=species:S:1:pos:R:3:lowdin_charge:R:1
C -0.3951 0.1362 0.1234 -0.752
O -0.6699 1.0525 -0.8013 0.094
O -0.7517 0.4410 1.3646 0.116
O -0.6129 -1.1350 -0.2494 0.063
S 2.0385 0.0514 0.1007 0.357
H -0.4330 0.7343 -1.6837 0.139
H -0.8701 1.3962 1.4530 0.144
H -0.4009 -1.7432 0.4744 0.134
H 2.0950 -0.9335 -0.7818 -0.294
```

Summary:
HOMO energy = -8.3 eV
gap between HOMO and LUMO = 8.58 eV
LUMO = 0.30 eV
charge = 0

Least stable structure: model x

Model w:
Density functional theory data (wB97M-V/def2-TZVPD) for a 2-piece molecular cluster, C3H12N2O2 overall.

Structure (XYZ):
```
19
Properties=species:S:1:pos:R:3:lowdin_charge:R:1
N -1.7069 0.0444 -1.5480 -0.008
C -0.2259 0.0540 -1.7459 -0.240
C 0.3947 0.8649 -0.5565 -0.234
N 0.0936 0.1985 0.7117 -0.080
C 0.5605 0.9832 1.8516 -0.316
O 0.4295 0.2827 3.0443 -0.046
H -2.0036 -0.8673 -1.8739 0.058
H -2.1335 0.7056 -2.1889 0.064
H 0.1285 0.5776 -2.6273 0.103
H 0.0338 -0.9974 -1.6029 0.087
H 1.4771 0.8514 -0.7233 0.116
H -0.0370 1.8740 -0.6539 0.115
H -0.8701 -0.0946 0.8107 0.111
H 1.6074 1.2677 1.6517 0.126
H -0.0856 1.8516 2.0404 0.127
H 0.8485 -0.5892 3.0377 0.095
O 0.7750 -2.6840 0.1992 -0.081
H -0.1194 -2.6118 -0.1301 0.008
H 0.8335 -1.7111 0.3034 -0.005
```

Summary:
SMILES = NCCNCO.O
HOMO energy = -9.4 eV
gap between HOMO and LUMO = 10.17 eV
LUMO = 0.82 eV
charge = 0

Model x:
Density functional theory data (wB97M-V/def2-TZVPD) for a 2-piece molecular cluster, C3H12N2O2 overall.

Structure (XYZ):
```
19
Properties=species:S:1:pos:R:3:lowdin_charge:R:1
C -0.2823 -2.2571 -0.2129 -0.139
O -0.0886 -0.9234 -0.6261 -0.250
C 1.2475 -0.1154 0.1741 -0.310
C 1.4339 1.0514 -0.7558 -0.048
N 0.8251 0.2157 1.4318 0.076
H 0.5586 -2.8813 -0.5332 0.083
H -0.3831 -2.3384 0.8795 0.082
H -1.2033 -2.6364 -0.6613 0.089
H 2.0469 -0.8599 0.1531 0.141
H 0.5475 1.6860 -0.7471 0.058
H 2.2959 1.6291 -0.4187 0.087
H 1.6036 0.6951 -1.7685 0.082
H -0.1532 0.6419 1.3730 0.095
H 0.8251 -0.5611 2.0814 0.087
N -1.7852 1.8755 -0.2201 -0.053
O -1.7106 0.6120 0.4748 -0.286
H -2.1520 2.5263 0.4731 0.067
H -2.5264 1.7672 -0.9124 0.066
H -1.0993 -0.1273 -0.1847 0.073
```

Summary:
SMILES = CO[C@@H](C)N.NO
HOMO energy = -8.4 eV
gap between HOMO and LUMO = 9.43 eV
LUMO = 1.00 eV
charge = 0

Least stable structure: model x